46
Properties=species:S:1:pos:R:3:forces:R:3 method="wB97M-V/def2-TZVPD" molar_mass_g_mol=356.2 e_homo_ev=-8.2 e_lumo_ev=-1.955 e_tot_ev=-32979.143 gap_ev=6.251
C 5.81753 -2.20477 -0.89666 0.02 -0.01 -0.03
C 4.49519 -1.50592 -0.75411 -0.51 0.19 0.20
C 4.42465 -0.10839 -0.65792 0.15 -0.14 -0.05
C 3.21584 0.54516 -0.49997 -0.23 0.24 0.20
C 2.01375 -0.17095 -0.34766 0.61 -1.00 -0.62
C 0.75656 0.51280 -0.11085 0.31 1.86 -1.64
C -0.46954 -0.14425 -0.46552 -1.91 -0.14 -0.23
C -1.72274 0.44797 -0.43442 1.65 0.16 -0.11
C -2.98984 -0.21943 -0.66586 -0.89 -0.88 -0.20
C -4.20937 0.51307 -0.72578 0.87 -0.29 0.12
C -5.42886 -0.13643 -0.82490 0.04 -0.16 -0.07
C -5.50862 -1.53415 -0.87152 0.48 0.22 0.06
C -6.84749 -2.21353 -0.92731 -0.19 -0.15 -0.01
C -4.31284 -2.26968 -0.84007 -0.13 0.09 -0.10
C -3.07695 -1.63901 -0.74438 -0.04 0.58 0.10
C 2.07104 -1.58184 -0.50946 0.16 0.25 0.33
C 3.29420 -2.22645 -0.70443 -0.06 0.11 0.07
H 5.67733 -3.28870 -0.91870 0.10 0.14 -0.02
H 6.31277 -1.89495 -1.82276 -0.02 -0.09 0.10
H 6.49175 -1.95771 -0.06769 -0.15 -0.04 -0.13
H 5.35315 0.46358 -0.67826 -0.25 -0.05 -0.15
H 3.17246 1.63960 -0.49584 0.09 -0.35 0.23
H 0.72848 1.60610 -0.23554 0.14 -0.74 -0.63
H -0.39974 -1.11502 -0.98613 0.01 0.33 0.98
H -1.75836 1.52470 -0.23652 -0.07 -0.29 0.39
H -4.16120 1.59932 -0.66950 -0.06 -0.19 0.01
H -6.35381 0.43619 -0.86255 0.20 -0.01 0.03
H -6.72446 -3.30530 -0.93595 -0.13 0.32 0.00
H -7.46603 -1.93496 -0.05792 0.23 -0.12 -0.29
H -7.40417 -1.91625 -1.82995 0.18 -0.11 0.26
H -4.37701 -3.35991 -0.88497 0.13 0.32 0.04
H -2.16310 -2.24138 -0.68711 -0.45 0.23 0.01
H 1.15757 -2.18839 -0.45587 0.54 0.31 0.08
H 3.33417 -3.31845 -0.78540 -0.11 0.43 -0.02
F 0.17025 5.02975 2.01540 -0.38 0.38 -0.38
B 0.12822 3.89134 1.22663 1.34 -1.17 1.03
F -1.09561 3.21254 1.28808 -0.67 0.34 -0.58
F 0.63816 4.06307 -0.06952 -0.66 0.45 -0.61
C 1.21825 2.82689 1.84553 -0.06 -0.65 0.06
C 1.15722 1.41282 1.78237 0.13 0.74 1.19
O 2.29196 0.88886 2.38702 0.70 0.27 0.67
C 3.05159 1.95027 2.80190 -1.28 0.55 -0.92
C 2.43974 3.15056 2.48784 0.07 -1.27 0.05
H 0.24769 0.81020 1.80810 0.34 0.18 0.74
H 3.99791 1.80948 3.30177 -0.12 -0.63 -0.11
H 2.81229 4.14153 2.71636 -0.11 -0.19 -0.07



16
Properties=species:S:1:pos:R:3:forces:R:3 method="wB97M-V/def2-TZVPD" molar_mass_g_mol=128.2 e_homo_ev=-8.5 e_lumo_ev=0.938 e_tot_ev=-19127.992 gap_ev=9.414
C 1.98981 1.36358 -0.21862 0.65 0.30 0.03
C 3.30490 1.11613 -0.07487 0.13 -0.10 0.00
C 1.87543 -0.95268 0.01761 0.34 -0.64 0.08
C -1.39878 -1.69163 0.05928 -0.06 -0.43 0.02
C -2.83146 0.14928 0.14866 -0.34 0.19 0.06
N 1.24889 0.20952 -0.16411 0.02 -0.25 0.03
N -1.57687 -0.46889 -0.15455 0.47 0.27 -0.15
S 3.56143 -0.58349 0.12755 -0.87 0.21 -0.10
H 1.51172 2.31573 -0.35726 -0.07 0.13 -0.04
H 4.12764 1.79969 -0.08403 0.05 0.35 -0.01
H 0.23181 0.20792 -0.25487 -0.13 0.02 -0.02
H -0.43038 -2.11738 -0.16241 0.20 -0.13 0.00
H -2.16879 -2.35353 0.46647 -0.15 0.07 0.05
H -3.53238 -0.51764 0.66210 -0.04 -0.01 -0.01
H -2.63579 1.02298 0.77379 -0.15 -0.02 -0.02
H -3.27719 0.50043 -0.78475 -0.05 0.04 0.10



64
Properties=species:S:1:pos:R:3:forces:R:3 method="wB97M-V/def2-TZVPD" molar_mass_g_mol=747.2 charge=+2 e_homo_ev="-14.1 / -14.2" e_lumo_ev="-7.322 / -8.612" spin_multiplicity=2 e_tot_ev=-104406.659 gap_ev="6.783 / 5.553"
Ti -0.88220 0.19974 -1.10285 -0.04 0.56 0.01
C -1.91542 0.05782 3.24070 0.00 -0.01 -0.01
C -2.08199 0.11682 1.75447 0.02 -0.02 0.00
N -1.09301 0.45360 0.98079 0.00 0.03 0.00
N 0.19230 0.67223 1.50310 0.02 -0.03 -0.04
C 0.41695 1.85887 1.92382 0.04 0.00 0.05
S -0.62326 3.18572 2.25635 -0.04 0.00 0.01
S 1.98111 2.43529 2.43661 0.00 -0.03 -0.08
C 2.85000 0.90066 2.96874 0.02 0.00 0.06
C 3.77801 0.42392 1.88773 -0.01 0.02 0.01
C 3.37828 -0.55810 0.98394 -0.01 0.02 0.02
C 4.25357 -1.00623 0.00651 0.01 -0.03 0.00
C 5.53283 -0.47150 -0.08183 -0.01 0.00 0.00
C 5.93475 0.51354 0.81100 -0.01 0.02 0.00
C 5.06053 0.96038 1.79089 0.00 0.00 -0.01
C -3.37824 -0.25796 1.18477 0.02 -0.01 0.00
C -4.43424 -0.66278 2.01629 -0.01 0.01 0.00
C -5.66000 -1.01531 1.49103 0.00 0.00 0.00
C -5.86818 -0.96556 0.11546 0.00 0.00 0.00
C -4.85299 -0.56135 -0.73365 -0.01 0.03 0.00
C -3.62501 -0.21778 -0.19407 -0.03 0.11 0.02
O -2.64109 0.17905 -1.04183 -0.01 -0.32 -0.02
H -0.91183 0.31730 3.55271 0.02 0.00 0.00
H -2.14456 -0.94991 3.59107 -0.01 0.01 0.00
H -2.62020 0.73805 3.71938 0.01 0.01 0.00
H 2.08980 0.16806 3.22937 0.00 0.00 -0.01
H 3.38969 1.19297 3.86779 0.01 -0.02 0.00
H 2.37967 -0.96923 1.05521 -0.04 -0.02 0.00
H 3.94450 -1.78071 -0.68389 0.00 0.00 0.01
H 6.22004 -0.83057 -0.83647 0.00 0.00 0.00
H 6.93470 0.92226 0.75497 0.00 0.00 0.00
H 5.38638 1.71395 2.49874 0.00 0.00 0.00
H -4.29704 -0.69752 3.08715 0.00 0.00 0.00
H -6.45926 -1.32233 2.15047 0.00 0.00 0.00
H -6.83095 -1.23672 -0.29634 0.00 0.00 0.00
H -4.99354 -0.50184 -1.80438 0.00 -0.01 0.00
C 3.36486 1.95800 -1.73204 0.03 0.01 0.00
O 2.20286 2.84888 -1.70929 0.01 0.02 0.03
C 1.06797 2.33508 -1.39731 -0.01 -0.01 0.01
O 0.89140 1.12187 -1.11739 0.12 -0.02 -0.05
N 0.02940 3.17870 -1.37266 -0.01 0.01 0.00
N -1.21122 2.61317 -1.06758 0.02 -0.08 0.00
H 4.18209 2.59000 -2.05639 0.00 0.00 0.00
H 3.18200 1.15343 -2.43864 0.00 0.00 0.00
H 3.53297 1.57103 -0.73073 0.01 0.01 0.00
H 0.13370 4.15698 -1.60326 0.00 0.00 0.00
H -1.86699 2.77806 -1.82833 0.00 0.00 0.00
H -1.57104 3.02286 -0.20737 -0.01 -0.01 0.00
C -0.56343 -3.39837 0.89871 0.00 0.00 0.00
C -0.89502 -2.79885 -0.42338 0.00 -0.04 -0.14
N -1.50527 -3.48236 -1.34929 -0.02 0.01 0.01
O -0.55091 -1.59326 -0.67778 0.00 0.01 0.12
H 0.15034 -4.21278 0.76393 0.01 0.01 0.00
H -1.46156 -3.81300 1.35780 0.00 -0.01 0.00
H -0.12516 -2.64300 1.54480 0.00 0.00 0.00
H -1.76562 -4.44610 -1.19991 0.00 0.00 0.01
H -1.69547 -3.04328 -2.24875 0.01 0.00 -0.01
F 0.61876 -0.83523 -2.89891 -0.04 -0.01 0.00
Sb -0.52916 -0.47042 -4.39458 0.02 -0.12 -0.07
F 0.70337 0.75966 -5.03043 0.00 0.02 0.04
F 0.01288 -1.94154 -5.36833 0.00 0.02 0.01
F -1.91508 0.13595 -5.45321 0.01 0.02 0.02
F -1.76952 -1.49357 -3.34349 -0.03 0.01 -0.06
F -1.05722 0.94325 -2.99995 -0.05 -0.17 0.07



13
Properties=species:S:1:pos:R:3:forces:R:3 method="wB97M-V/def2-TZVPD" molar_mass_g_mol=98.1 smiles="[H]/N=N/C=N/N.C#C" e_homo_ev="-8.5 / -8.5" e_lumo_ev="-0.025 / -0.026" e_tot_ev=-9162.485 gap_ev="8.502 / 8.501"
H -0.14453 3.71020 0.95382 -0.08 -0.27 -0.14
N -0.33867 2.70537 1.09311 0.19 0.79 -0.40
N -0.28383 2.14821 -0.03391 0.62 3.37 1.55
C -0.45937 0.84916 0.05432 -1.02 -5.68 0.94
N -0.42293 0.03753 1.08602 0.01 2.56 0.27
N -0.73132 -1.20987 0.85292 -0.80 2.89 -7.13
H -0.65180 0.30842 -0.84535 -0.42 0.29 -1.04
H -0.72548 -1.45082 -0.22039 -0.20 -0.17 2.92
H -0.60255 -1.83298 1.51931 0.89 -3.39 3.52
C 1.72958 -1.11097 -0.81713 0.51 -0.98 0.94
C 1.36712 -0.34096 -1.63454 0.00 2.03 -2.44
H 1.96681 -1.71013 0.01300 0.22 -0.45 0.25
H 1.17396 0.44610 -2.37508 0.09 -0.97 0.76



55
Properties=species:S:1:pos:R:3:forces:R:3 method="wB97M-V/def2-TZVPD" molar_mass_g_mol=485.8 e_homo_ev=-7.5 e_lumo_ev=0.170 e_tot_ev=-94119.863 gap_ev=7.680
Zn 1.34556 -0.44621 -0.80167 0.89 -1.22 0.73
O -1.41794 -3.96641 -1.68167 0.22 -0.14 0.07
C -2.38844 -3.13781 -2.10587 -0.16 0.42 -0.06
C -3.63674 -3.68131 -2.41297 0.12 -0.14 0.06
C -4.66774 -2.87311 -2.84207 0.06 0.03 0.02
C -4.47814 -1.50231 -2.97637 -0.06 0.09 -0.07
C -3.24544 -0.95761 -2.69467 -0.05 -0.11 0.07
C -2.18834 -1.75421 -2.24997 -0.23 -0.33 0.03
C -0.90204 -1.11651 -1.93777 -0.11 0.57 -0.55
O 0.01596 -1.79551 -1.30907 0.07 -0.31 0.17
N -0.76704 0.11729 -2.35157 -1.00 0.12 -0.48
N 0.43456 0.63869 -2.02307 0.06 1.10 -0.74
C 0.88636 1.71379 -2.57257 -0.70 -0.67 0.04
C 2.22566 2.16259 -2.36137 0.59 0.07 0.22
C 2.60966 3.34129 -3.02627 -0.02 -0.08 0.08
C 3.89706 3.80869 -3.00137 0.04 0.27 -0.14
C 4.86416 3.08839 -2.30047 -0.08 -0.12 0.08
C 4.52606 1.93859 -1.63147 -0.06 0.01 0.00
C 3.20746 1.43019 -1.62147 0.21 0.34 -0.13
O 3.00836 0.32729 -0.94517 0.71 -0.01 0.08
H -0.62804 -3.41531 -1.49527 -0.12 -0.07 0.05
H -3.76794 -4.74761 -2.30227 0.00 -0.08 0.00
H -5.62814 -3.30631 -3.07947 -0.07 -0.08 0.01
H -5.28804 -0.86641 -3.30097 -0.06 0.03 -0.05
H -3.06034 0.09919 -2.80137 -0.04 0.07 -0.01
H 0.25326 2.25509 -3.27927 -0.01 -0.09 0.06
H 1.84736 3.87569 -3.57777 -0.03 0.05 -0.07
H 4.16556 4.71559 -3.52497 -0.03 0.01 -0.02
H 5.88836 3.43269 -2.28587 0.08 0.03 0.02
H 5.26856 1.37549 -1.08657 0.05 -0.07 0.05
C 1.21446 -1.92111 4.66493 0.01 0.33 -0.25
C 1.53196 -0.65121 3.89233 0.40 -0.25 0.39
O 0.40286 -0.26571 3.12153 -0.25 -0.16 -0.76
P 0.42096 -0.28661 1.48673 -0.51 0.77 0.90
O 0.72036 1.23629 1.08043 0.26 -0.16 0.31
C 0.10586 2.34079 1.76543 -0.20 0.53 0.18
C 1.08706 2.98729 2.73203 -0.13 -0.25 -0.32
O -1.16204 -0.28291 1.25173 0.18 0.21 -0.14
C -1.92924 -1.47721 1.39553 -0.44 -0.35 0.13
C -2.71324 -1.44521 2.69503 0.20 0.07 -0.24
H 2.03186 -2.16611 5.33663 0.09 -0.07 0.08
H 1.05596 -2.74671 3.97633 -0.01 -0.14 -0.03
H 0.30826 -1.77491 5.24663 -0.07 -0.02 0.10
H 2.40176 -0.79671 3.24363 0.03 0.05 0.06
H 1.74806 0.16959 4.58443 0.03 -0.07 -0.16
H -0.78814 1.99459 2.29283 0.07 0.07 -0.15
H -0.19134 3.04959 0.98623 -0.01 -0.15 0.11
H 1.34706 2.29409 3.52783 0.04 -0.03 0.08
H 0.63696 3.87309 3.17583 -0.02 0.07 0.02
H 1.99336 3.27289 2.20273 0.07 0.06 0.01
H -1.27414 -2.35241 1.35623 -0.01 -0.03 -0.09
H -2.60684 -1.50771 0.53743 0.16 -0.10 0.07
H -2.03844 -1.34461 3.54063 0.03 -0.05 0.11
H -3.29394 -2.35831 2.79683 -0.07 -0.09 0.04
H -3.38894 -0.59471 2.69073 -0.11 0.08 0.04



17
Properties=species:S:1:pos:R:3:forces:R:3 method="wB97M-V/def2-TZVPD" molar_mass_g_mol=90.1 charge=+1 e_homo_ev=-14.3 e_lumo_ev=-3.094 e_tot_ev=-9868.853 gap_ev=11.165
N -0.79859 0.34575 0.94269 -0.91 -2.63 -0.44
H -0.22788 -0.15437 0.19369 -0.69 0.27 0.95
H -0.55031 1.30340 0.97395 0.12 1.72 -0.12
H -0.60929 -0.07587 1.90442 -0.25 -0.03 -1.52
H -1.82602 0.29957 0.63645 1.90 -0.04 0.82
H 2.04544 -1.41731 -3.51883 0.10 -0.48 -0.35
H 2.64814 -0.13716 -4.10168 0.60 0.37 -1.29
O 2.27404 -0.51447 -3.33128 -0.66 0.16 1.55
H -1.91920 3.55896 0.87764 0.84 -0.79 -0.30
H -0.37604 3.64956 0.70564 -1.45 -1.27 -0.23
O -1.14181 2.99338 0.63890 0.70 2.40 0.52
H 0.67611 -2.28692 3.05008 0.54 0.14 -0.52
H -0.50111 -1.66266 3.67137 1.10 0.85 -1.17
O 0.20699 -1.44547 2.98531 -1.79 -0.88 1.79
H -0.16994 -0.78616 -2.30124 0.30 -0.64 -0.60
H 0.22402 -2.31780 -1.77000 -0.54 2.21 -0.16
O 0.04546 -1.35244 -1.55713 0.12 -1.37 1.08